1.
{
  "formula": "C4H7NO",
  "method": "the ωB97M-V functional and the def2-TZVPD basis",
  "e_tot_ha": -286.40312,
  "e_above_lowest_ev": 6.219,
  "gap_ev": 10.3,
  "multiplicity": 1,
  "symbols": ["C", "O", "C", "C", "N", "C", "H", "H", "H", "H", "H", "H", "H"],
  "positions_angstrom": [[-1.075, -0.602, 0.132], [-0.069, -1.255, -0.621], [0.975, -0.927, 0.278], [0.586, 1.040, 0.247], [0.146, 1.259, -1.098], [-0.826, 0.893, -0.036], [-0.380, -0.686, 1.147], [-2.082, -0.953, -0.186], [1.043, -1.832, 0.951], [1.936, -0.779, -0.152], [1.103, 1.868, 0.751], [0.273, 0.393, -1.631], [-1.630, 1.580, 0.217]],
  "forces_ev_per_angstrom": [[0.464, -0.159, 0.832], [0.477, 0.148, -0.070], [1.200, 1.102, -1.066], [0.568, -1.247, 0.541], [-0.318, -0.362, 0.083], [0.078, 0.195, -0.063], [-4.166, -0.396, -0.309], [0.635, -0.042, 0.836], [-0.154, 1.737, 0.397], [0.785, -0.399, -0.978], [0.005, -0.819, -0.012], [0.124, 0.239, -0.191], [0.302, 0.002, -0.001]],
  "nbo_charge": [-0.1123, -0.5415, -0.1956, -0.0463, -0.5804, -0.1775, 0.2290, 0.2060, 0.2251, 0.1919, 0.2171, 0.3687, 0.2159]
}

2.
{
  "formula": "C6H15N2",
  "method": "the ωB97M-V functional and the def2-TZVPD basis",
  "e_tot_ha": -346.84675,
  "e_above_lowest_ev": 1.791,
  "gap_ev": 7.8,
  "smiles": "CCN/C=C/CC[NH3+]",
  "multiplicity": 1,
  "charge": 1,
  "symbols": ["C", "C", "C", "C", "N", "C", "C", "N", "H", "H", "H", "H", "H", "H", "H", "H", "H", "H", "H", "H", "H", "H", "H"],
  "positions_angstrom": [[0.490, -1.851, -2.053], [-0.122, -2.189, -0.708], [-0.707, -0.972, -0.002], [0.121, -0.029, 0.481], [-0.298, 1.084, 1.140], [0.659, 2.140, 1.562], [0.307, 2.636, 2.952], [-0.458, -1.044, -2.937], [0.836, -2.710, -2.626], [1.380, -1.249, -1.963], [-0.836, -2.996, -0.817], [0.727, -2.605, -0.151], [-1.776, -0.993, 0.160], [1.188, -0.222, 0.473], [-1.243, 1.407, 1.017], [0.684, 2.942, 0.827], [1.585, 1.600, 1.656], [0.132, 1.882, 3.719], [1.176, 3.174, 3.371], [-0.430, 3.438, 2.870], [-1.417, -1.335, -2.707], [-0.370, -1.352, -3.905], [-0.261, -0.052, -2.851]],
  "forces_ev_per_angstrom": [[0.424, -0.127, -0.465], [0.554, 0.476, 0.233], [0.389, -0.952, -0.738], [-1.276, 0.048, 0.528], [0.951, 0.847, -0.081], [-0.943, -1.551, 0.710], [1.065, 1.578, 0.225], [-0.140, -1.580, -0.167], [-0.428, -0.217, -0.035], [0.157, 0.431, 0.274], [-0.281, -0.119, 0.002], [-0.194, -0.098, 0.112], [-0.029, 0.402, 0.023], [0.150, 0.306, -0.080], [-0.139, -0.315, -0.023], [0.294, 0.067, 0.052], [0.702, 0.162, -0.400], [-0.587, -0.172, -0.478], [-0.095, -0.090, -0.371], [-0.501, -0.477, 0.415], [0.112, 0.870, 0.342], [0.393, 0.364, -0.191], [-0.580, 0.145, 0.115]],
  "nbo_charge": [-0.2089, -0.4495, -0.4146, 0.0552, -0.5827, -0.2080, -0.6315, -0.6809, 0.2255, 0.2177, 0.2289, 0.2413, 0.2200, 0.1951, 0.3908, 0.1940, 0.1943, 0.2315, 0.2258, 0.2158, 0.4465, 0.4388, 0.4549]
}

3.
{
  "formula": "C21H28NPSn",
  "method": "the ωB97M-V functional and the def2-TZVPD basis",
  "e_tot_ha": -1426.64507,
  "gap_ev": [5.0, 4.7],
  "multiplicity": 1,
  "charge": 2,
  "symbols": ["C", "C", "C", "C", "C", "C", "C", "C", "N", "Sn", "C", "P", "H", "H", "H", "H", "H", "H", "H", "H", "C", "C", "H", "C", "C", "H", "H", "H", "H", "H", "H", "H", "H", "H", "H", "H", "H", "H", "H", "C", "C", "C", "C", "C", "C", "C", "C", "H", "H", "H", "H", "H"],
  "positions_angstrom": [[-3.994, -1.960, 1.166], [-3.510, -2.100, -0.138], [-2.415, -1.358, -0.603], [-1.848, -0.420, 0.255], [-2.288, -0.289, 1.580], [-3.354, -1.069, 2.040], [-1.851, -1.721, -1.946], [-1.166, -0.656, -2.836], [-1.969, 0.418, -3.308], [0.253, 0.177, -0.143], [-1.510, 0.589, 2.558], [-0.618, 1.874, 1.572], [-3.927, -2.826, -0.840], [-3.623, -0.965, 3.097], [-4.846, -2.547, 1.511], [-0.727, 0.017, 3.087], [-2.137, 1.075, 3.326], [-1.105, -2.524, -1.819], [-2.650, -2.182, -2.536], [-0.213, -0.270, -2.351], [0.436, 2.999, 2.498], [-1.981, 2.835, 0.874], [-0.787, -1.183, -3.738], [-3.000, 1.058, -2.548], [-1.439, 1.205, -4.387], [3.251, 1.561, -0.684], [-3.657, 1.574, -3.265], [-3.595, 0.347, -1.968], [-2.609, 1.823, -1.852], [-2.269, 1.690, -4.916], [-0.759, 1.999, -4.037], [-0.876, 0.565, -5.077], [-2.466, 3.367, 1.705], [-1.624, 3.545, 0.117], [-2.695, 2.151, 0.406], [-0.152, 3.455, 3.305], [1.292, 2.458, 2.921], [0.827, 3.791, 1.842], [2.751, 1.531, -1.250], [1.233, -1.283, 1.053], [2.393, -1.632, 1.314], [3.791, -1.751, 1.469], [4.525, -2.701, 0.722], [5.881, -2.480, 0.492], [6.521, -1.358, 1.055], [5.814, -0.494, 1.909], [4.467, -0.717, 2.164], [4.005, -3.560, 0.287], [6.439, -3.175, -0.132], [7.574, -1.178, 0.850], [6.310, 0.361, 2.372], [3.894, -0.061, 2.826]],
  "forces_ev_per_angstrom": [[0.311, 0.287, 0.035], [0.018, -0.021, -0.216], [-0.601, 0.033, 1.027], [0.934, -0.536, -0.457], [0.115, -0.251, 0.046], [0.085, 0.234, -0.182], [0.206, -0.011, -0.635], [-0.793, -1.208, -0.522], [0.962, 0.373, 0.587], [-0.626, -0.758, 1.513], [0.524, 0.439, 0.205], [-0.147, -0.247, -0.140], [-0.193, 0.125, 0.432], [-0.206, -0.195, -0.461], [0.321, 0.119, -0.128], [-0.337, 0.025, -0.156], [0.093, -0.210, -0.365], [-0.107, 0.242, -0.016], [0.120, 0.084, -0.064], [-0.250, 0.358, -0.159], [0.126, 0.065, 0.457], [0.089, 0.244, -0.255], [0.014, 0.317, 0.471], [-1.172, 0.072, -0.058], [0.050, -0.012, -0.983], [-0.255, -0.018, -0.307], [0.189, -0.118, 0.351], [0.258, 0.067, -0.100], [0.221, -0.246, -0.227], [0.278, -0.122, 0.068], [-0.153, -0.178, 0.233], [-0.158, 0.189, 0.143], [0.042, -0.031, -0.306], [-0.093, -0.036, 0.316], [0.077, 0.127, 0.219], [0.233, -0.031, -0.122], [-0.257, 0.108, -0.035], [-0.240, -0.293, 0.104], [0.335, 0.046, 0.312], [0.129, 0.588, -0.301], [0.087, 0.472, -0.232], [0.117, -0.215, 0.155], [0.208, 0.209, -0.244], [-0.171, 0.105, 0.349], [-0.497, -0.233, 0.070], [-0.098, -0.208, 0.134], [0.102, 0.248, -0.398], [0.224, 0.387, 0.057], [-0.088, 0.167, 0.184], [-0.223, -0.024, 0.028], [-0.060, -0.344, -0.104], [0.258, -0.184, -0.324]],
  "nbo_charge": [-0.1792, -0.1402, -0.0917, -0.4076, -0.0575, -0.1800, -0.4516, -0.2518, -0.0481, 1.0828, -0.7296, 1.0307, 0.2200, 0.2380, 0.2498, 0.2746, 0.2709, 0.2584, 0.2519, 0.2174, -0.9599, -0.9614, 0.2744, -0.4596, -0.4548, 0.0372, 0.2533, 0.2632, 0.2429, 0.2553, 0.2508, 0.2479, 0.2748, 0.2596, 0.2620, 0.2724, 0.2732, 0.2789, -0.0260, -0.4870, 0.0819, -0.0931, -0.1452, -0.2087, -0.1177, -0.2165, -0.1505, 0.2391, 0.2451, 0.2426, 0.2424, 0.2260]
}

4.
{
  "formula": "C4H6NO2S",
  "method": "the ωB97M-V functional and the def2-TZVPD basis",
  "e_tot_ha": -759.40966,
  "e_above_lowest_ev": 2.558,
  "gap_ev": 7.0,
  "multiplicity": 1,
  "charge": -1,
  "symbols": ["O", "C", "N", "C", "O", "C", "C", "S", "H", "H", "H", "H", "H", "H"],
  "positions_angstrom": [[-1.059, -0.497, -1.833], [-0.570, -0.200, -0.753], [0.734, -0.790, -0.380], [1.309, -1.782, -1.117], [0.793, -2.693, -1.713], [-0.797, 0.993, -0.013], [-0.507, 1.222, 1.455], [1.114, 1.974, 1.691], [1.340, -0.056, -0.018], [2.414, -1.749, -0.989], [-1.431, -0.137, 0.247], [-1.488, 1.737, -0.391], [-0.494, 0.233, 1.930], [-1.356, 1.746, 1.885]],
  "forces_ev_per_angstrom": [[-0.892, -0.236, -0.096], [3.931, 0.189, -2.808], [-1.314, 0.149, -0.171], [0.773, -0.262, 0.955], [-0.335, -0.039, -0.248], [-2.536, -0.603, 2.452], [1.191, -0.843, -0.067], [0.212, 0.376, -0.136], [0.261, -0.121, 0.353], [-0.067, 0.147, -0.199], [-1.137, 1.221, 0.396], [-0.085, -0.362, -0.680], [-0.032, 0.067, 0.187], [0.031, 0.316, 0.061]],
  "nbo_charge": [-0.6504, 0.4726, -0.6881, 0.5515, -0.5920, -0.2569, -0.5607, -0.6549, 0.4303, 0.0825, 0.2675, 0.2289, 0.1820, 0.1877]
}

5.
{
  "formula": "C3H4HgLiO4",
  "method": "the ωB97M-V functional and the def2-TZVPD basis",
  "e_tot_ha": -578.52791,
  "e_above_lowest_ev": 0.273,
  "gap_ev": [3.3, 4.8],
  "multiplicity": 3,
  "charge": -1,
  "symbols": ["C", "C", "O", "C", "O", "O", "O", "Hg", "H", "H", "H", "H", "Li"],
  "positions_angstrom": [[-1.964, 0.173, -0.491], [-1.091, 0.587, 0.703], [0.246, 0.805, 0.374], [1.625, -0.142, -1.198], [1.431, -1.355, -0.959], [2.685, 0.391, -0.797], [-3.300, 0.097, -0.193], [2.191, -0.703, 1.333], [-1.546, -0.807, -0.838], [-1.753, 0.915, -1.300], [-1.216, -0.223, 1.459], [-1.546, 1.499, 1.151], [-4.169, -0.071, 1.285]],
  "forces_ev_per_angstrom": [[0.964, -0.231, -0.934], [0.051, -0.141, -0.004], [-0.983, 0.144, 1.282], [2.659, -2.061, 0.074], [-1.823, -0.148, -1.043], [-0.335, 1.923, -0.917], [-0.922, -0.096, 1.321], [-0.274, 0.059, 0.945], [-0.222, 0.556, 0.018], [-0.135, -0.367, 0.253], [0.298, 0.262, -0.108], [0.164, -0.026, 0.056], [0.560, 0.126, -0.944]],
  "nbo_charge": [-0.0622, -0.1240, -0.4807, 0.6526, -0.8241, -0.8278, -1.1114, 0.2877, 0.1507, 0.1249, 0.1517, 0.1188, 0.9437]
}

6.
{
  "formula": "C13H46InN18O11",
  "method": "the ωB97M-V functional and the def2-TZVPD basis",
  "e_tot_ha": -2526.63052,
  "gap_ev": 5.1,
  "multiplicity": 1,
  "charge": -1,
  "symbols": ["O", "C", "O", "C", "C", "C", "In", "H", "H", "H", "H", "H", "H", "H", "H", "H", "H", "C", "O", "N", "N", "H", "H", "H", "H", "C", "O", "N", "N", "H", "H", "H", "H", "C", "O", "N", "N", "H", "H", "H", "H", "C", "O", "N", "N", "H", "H", "H", "H", "C", "O", "N", "N", "H", "H", "H", "H", "C", "O", "N", "N", "H", "H", "H", "H", "C", "O", "N", "N", "H", "H", "H", "H", "C", "O", "N", "N", "H", "H", "H", "H", "C", "O", "N", "N", "H", "H", "H", "H"],
  "positions_angstrom": [[6.672, -0.363, 1.806], [5.617, -0.197, 1.326], [5.026, -1.235, 0.677], [4.918, 1.130, 1.482], [3.807, 1.427, 0.450], [2.401, 1.525, 1.040], [1.294, -0.411, 1.355], [4.944, -1.062, -0.269], [4.574, 1.244, 2.507], [5.698, 1.879, 1.353], [4.031, 2.428, 0.036], [3.865, 0.737, -0.397], [2.409, 2.068, 1.991], [1.811, 2.090, 0.338], [1.479, -1.514, -0.030], [-0.464, 0.024, 1.409], [1.721, -1.144, 2.938], [4.135, 5.425, -0.270], [3.531, 4.419, 0.041], [3.779, 6.207, -1.338], [5.230, 5.864, 0.428], [4.270, 7.038, -1.611], [2.975, 5.921, -1.869], [5.518, 5.314, 1.217], [5.748, 6.688, 0.192], [-0.678, 3.522, -0.655], [-0.319, 2.432, -0.262], [0.211, 4.552, -0.788], [-1.978, 3.808, -0.997], [-0.032, 5.471, -1.109], [1.169, 4.357, -0.539], [-2.655, 3.068, -0.909], [-2.279, 4.705, -1.324], [-3.758, -0.136, -0.853], [-4.380, 0.922, -0.907], [-4.396, -1.352, -0.933], [-2.421, -0.199, -0.717], [-3.916, -2.231, -0.893], [-5.392, -1.341, -1.040], [-1.912, 0.671, -0.653], [-1.898, -1.055, -0.673], [1.635, -4.912, -0.702], [1.017, -3.869, -0.761], [1.014, -6.132, -0.737], [3.001, -4.947, -0.589], [1.491, -7.010, -0.684], [0.012, -6.132, -0.803], [3.477, -4.063, -0.549], [3.534, -5.793, -0.533], [1.002, 8.547, -1.216], [0.940, 7.510, -1.866], [0.054, 9.516, -1.296], [2.029, 8.801, -0.362], [0.088, 10.370, -0.775], [-0.714, 9.356, -1.921], [2.740, 8.095, -0.281], [2.106, 9.639, 0.180], [1.948, 9.420, -4.746], [2.007, 10.069, -3.715], [1.768, 8.072, -4.756], [2.061, 10.002, -5.982], [1.719, 7.524, -5.593], [1.678, 7.613, -3.860], [2.195, 10.995, -6.010], [2.016, 9.491, -6.843], [-2.482, -7.005, 0.660], [-1.627, -7.635, 0.043], [-2.817, -5.728, 0.328], [-3.151, -7.520, 1.722], [-3.507, -5.191, 0.824], [-2.337, -5.314, -0.450], [-2.925, -8.461, 2.002], [-3.852, -7.010, 2.227], [-6.435, -4.723, 2.304], [-5.622, -5.386, 1.681], [-6.726, -3.432, 1.982], [-7.116, -5.224, 3.377], [-7.387, -2.869, 2.482], [-6.237, -3.032, 1.202], [-6.923, -6.173, 3.640], [-7.786, -4.698, 3.904], [-2.938, -11.438, 3.012], [-3.344, -10.323, 2.743], [-3.430, -12.167, 4.059], [-1.957, -12.049, 2.287], [-3.109, -13.085, 4.297], [-4.152, -11.743, 4.612], [-1.576, -11.536, 1.512], [-1.605, -12.965, 2.487]],
  "forces_ev_per_angstrom": [[2.973, -0.670, 1.469], [-1.752, 0.871, -0.377], [-0.109, -0.426, -0.474], [-0.479, -0.002, -1.357], [0.094, 1.129, 0.487], [0.174, -0.996, -0.054], [-0.322, 0.237, -0.002], [-0.541, 0.240, 0.200], [-0.225, -0.284, 0.124], [0.264, -0.052, 0.144], [0.189, -0.649, -0.002], [-0.139, -0.163, 0.067], [0.166, 0.129, -0.060], [-0.393, 0.115, -0.034], [0.230, 0.302, 0.141], [0.183, -0.145, 0.142], [0.084, -0.012, -0.087], [0.041, -0.108, -0.037], [-0.151, 0.567, -0.098], [-0.043, 0.037, 0.020], [0.103, 0.065, 0.170], [0.073, -0.072, -0.085], [-0.079, 0.111, 0.054], [-0.033, -0.016, -0.029], [0.007, -0.035, -0.051], [0.211, 0.275, -0.048], [-0.617, -0.310, -0.237], [0.137, 0.171, -0.069], [-0.108, -0.148, 0.012], [0.032, 0.053, -0.023], [-0.040, -0.020, 0.090], [-0.045, 0.007, 0.008], [0.072, 0.008, 0.012], [0.573, 0.117, 0.039], [-0.213, 0.009, -0.040], [-0.401, -0.191, 0.072], [-0.164, 0.191, -0.364], [0.088, 0.048, -0.015], [0.034, 0.040, -0.081], [0.271, -0.100, 0.294], [0.101, 0.073, 0.205], [-0.136, -0.048, 0.083], [-0.162, -0.232, -0.263], [0.034, 0.046, -0.180], [0.218, 0.076, -0.144], [-0.018, 0.014, 0.086], [0.007, -0.266, 0.174], [-0.085, 0.017, 0.133], [-0.058, -0.010, 0.047], [0.162, 0.408, 0.145], [-0.090, -0.263, -0.273], [-0.315, -0.181, 0.078], [0.158, -0.094, 0.065], [0.080, 0.002, -0.040], [0.066, 0.038, -0.042], [-0.097, -0.088, 0.029], [-0.063, 0.022, -0.049], [-0.012, -0.223, -0.023], [0.069, 0.148, -0.033], [0.100, -0.149, 0.150], [0.016, 0.197, -0.097], [0.003, 0.058, -0.018], [-0.209, 0.074, 0.058], [-0.004, -0.029, 0.014], [-0.008, -0.031, 0.036], [-0.140, 0.258, 0.171], [0.071, -0.090, -0.133], [0.049, 0.143, -0.253], [0.195, -0.260, 0.095], [-0.098, -0.146, 0.034], [0.056, 0.041, 0.091], [-0.146, -0.005, 0.003], [-0.063, 0.099, -0.189], [-0.065, 0.251, 0.066], [0.153, -0.086, 0.028], [-0.017, -0.028, -0.159], [-0.044, -0.188, 0.073], [0.041, -0.004, 0.029], [0.059, 0.062, 0.065], [0.007, 0.030, -0.012], [0.033, 0.033, -0.022], [0.172, -0.094, -0.073], [-0.135, 0.042, 0.136], [-0.136, -0.008, 0.112], [0.081, 0.000, -0.141], [0.025, 0.019, -0.031], [0.029, 0.008, -0.018], [-0.014, 0.023, 0.034], [-0.017, 0.018, 0.029]],
  "mulliken_charge": [-0.5646, 0.4028, -0.4283, -0.4419, 0.3645, -1.0175, 0.6232, 0.3309, 0.3784, 0.1949, -0.3369, 0.3404, 0.4738, -0.0070, -0.4000, -0.4165, -0.3965, 0.6508, -0.5805, -0.3786, -0.4312, 0.1994, 0.1025, 0.2272, 0.1602, 0.5062, -0.5112, -0.0307, -0.3709, 0.0499, 0.0653, 0.1718, 0.1128, 0.6793, -0.7023, -0.3772, -0.0651, 0.1424, 0.1976, -0.0234, 0.1332, 0.6193, -0.5599, -0.2915, -0.3518, 0.1158, 0.0755, 0.2304, 0.1332, 0.7884, -0.7206, -0.3982, -0.3739, 0.1456, 0.2285, 0.1721, 0.1366, 0.6000, -0.6293, -0.2957, -0.4183, 0.1701, 0.2037, 0.2222, 0.1491, 0.6533, -0.7252, -0.2412, -0.2191, 0.1494, 0.1800, 0.1965, 0.1251, 0.6547, -0.6371, -0.3687, -0.4012, 0.1470, 0.2019, 0.2201, 0.1562, 0.6262, -0.6649, -0.4128, -0.3804, 0.1548, 0.2122, 0.2304, 0.1645]
}